(1)
Molecular formula: C3H6N2O2
Method: DFT, ωB97M-V/def2-TZVPD

Atoms and positions in Å:
C1 -1.2667 0.8262 -0.8833
N1 0.4330 0.0413 0.7962
C2 1.4374 -0.2464 -0.0589
C3 -0.9597 -0.1258 0.2154
O1 2.6335 -0.3735 0.5586
N2 -1.8403 -0.7987 0.7921
O2 1.2337 -0.5640 -1.2129
H1 3.3121 -0.5489 -0.1014
H2 0.6301 -0.0793 1.7788
H3 -1.5693 -1.3233 1.6131
H4 -0.7093 0.5774 -1.7844
H5 -2.3252 0.7667 -1.1187
H6 -1.0094 1.8483 -0.5947

## Properties
SMILES string ... [H]/N=C(/C)NC(=O)O
Energy above the lowest of the compared OMol25 structures with the same formula, charge and spin ... 0.950 eV
HOMO ... -10.186 eV
E_LUMO ... 0.0225 hartree
Spin multiplicity ... 1

(2)
Molecular formula: C10H16
Method: DFT, ωB97M-V/def2-TZVPD

Atoms and positions in Å:
C1 -2.5428 1.6393 -0.5893
C2 -2.8509 0.2474 -0.1891
C3 -2.4835 2.8831 0.2693
H1 -3.2957 1.8352 -1.4983
H2 -1.5789 1.6304 -1.1120
H3 -3.8371 0.2937 0.1354
H4 -2.7338 -0.7100 -0.8436
H5 -1.6744 2.8579 1.0322
H6 -2.1869 -0.2586 0.5123
H7 -3.3493 3.1377 0.8789
H8 -2.1146 3.7221 -0.3311
C4 1.3896 -3.1562 -0.3119
C5 1.6508 1.0235 0.4763
C6 1.9014 0.4726 -0.8191
C7 0.9465 0.2316 1.4007
C8 1.6621 -0.8686 -1.0987
C9 0.6128 -1.1313 1.0756
C10 1.2405 -1.7267 -0.0222
H9 2.2040 1.8784 0.9889
H10 2.4370 1.0849 -1.5799
H11 0.6581 0.4922 2.3682
H12 1.9226 -1.2686 -2.0610
H13 -0.0083 -1.6958 1.6674
H14 1.0455 -3.2775 -1.3286
H15 0.8701 -3.8971 0.3531
H16 2.4825 -3.5124 -0.3311

## Properties
Energy above the lowest of the compared OMol25 structures with the same formula, charge and spin ... 2.019 eV
HOMO (spin up / spin down) ... 0.890 / -3.562 eV
Net charge ... -1
E_LUMO (spin up / spin down) ... 0.1406 / 0.1364 hartree
Spin multiplicity ... 2

(3)
Molecular formula: C12H28BN4O4
Method: DFT, ωB97M-V/def2-TZVPD

Atoms and positions in Å:
C1 0.1309 -2.9188 2.5424
C2 1.6486 -2.3581 2.4406
B1 1.8617 -1.2291 1.2384
N1 0.7864 -1.3098 0.1271
C3 0.1258 -0.1897 0.1540
O1 -0.8881 0.5782 0.1756
H1 -0.6310 -2.0764 2.4353
H2 0.0139 -3.4329 3.5735
H3 -0.1004 -3.7348 1.7611
H4 1.9154 -1.9194 3.4651
H5 2.3170 -3.2559 2.1742
H6 1.9611 -0.1449 1.7375
H7 2.9115 -1.5134 0.7207
C4 0.2842 0.2462 3.9634
O2 0.3440 -0.9308 4.2574
N2 0.7460 1.2780 4.7347
C5 0.6385 2.6583 4.3138
C6 1.3612 0.9790 6.0113
H8 -0.1642 0.5821 3.0148
H9 1.6409 3.0913 4.2527
H10 0.0459 3.2103 5.0492
H11 0.1568 2.7328 3.3375
H12 2.2267 0.3316 5.8488
H13 0.6411 0.4493 6.6408
H14 1.6778 1.8974 6.5087
C7 -2.5993 2.1109 -3.5991
O3 -2.6962 2.3270 -4.7952
N3 -3.4076 2.6392 -2.6360
C8 -3.2294 2.3343 -1.2297
C9 -4.4772 3.5328 -3.0311
H15 -1.8203 1.4463 -3.1928
H16 -4.1426 1.8691 -0.8489
H17 -3.0376 3.2636 -0.6866
H18 -2.3907 1.6523 -1.0791
H19 -5.1494 3.0072 -3.7143
H20 -4.0509 4.3935 -3.5529
H21 -5.0346 3.8727 -2.1571
C10 1.3049 -2.6690 -2.8070
O4 1.4395 -3.8291 -2.4642
N4 1.6561 -2.1620 -4.0285
C11 1.4647 -0.7667 -4.3636
C12 2.2373 -3.0479 -5.0161
H22 0.8738 -1.9136 -2.1321
H23 0.8024 -0.6960 -5.2311
H24 2.4338 -0.3223 -4.6066
H25 1.0205 -0.2217 -3.5292
H26 1.5326 -3.8552 -5.2321
H27 3.1546 -3.4833 -4.6112
H28 2.4638 -2.5030 -5.9340

## Properties
HOMO ... -4.447 eV
Net charge ... -1
E_LUMO ... 0.0972 hartree
Spin multiplicity ... 1

(4)
Molecular formula: C4H7NOS
Method: DFT, ωB97M-V/def2-TZVPD

Atoms and positions in Å:
C1 -0.4682 0.1749 -0.7830
C2 -0.2302 -0.4160 0.3978
C3 1.2868 1.8496 -1.0172
C4 -0.7594 -1.7039 0.7659
N1 0.2423 1.2617 -1.4373
O1 -1.4325 -0.3892 -1.7002
S1 2.1043 2.9921 -1.9490
H1 0.5288 0.0232 0.9863
H2 1.6180 1.8384 0.0684
H3 -0.2065 -2.5285 0.5845
H4 -1.6658 -1.7677 0.1921
H5 -0.9516 -1.6452 1.7624
H6 -1.2454 0.1009 -2.5575
H7 3.1624 3.0826 -1.0719

## Properties
SMILES string ... C/C=C(O)/N=C/S
Energy above the lowest of the compared OMol25 structures with the same formula, charge and spin ... 2.222 eV
HOMO ... -8.291 eV
E_LUMO ... 0.0209 hartree
Spin multiplicity ... 1

(5)
Molecular formula: C5H10O
Method: DFT, ωB97M-V/def2-TZVPD

Atoms and positions in Å:
C1 -2.0119 -0.4406 -1.8653
C2 -1.3555 0.3277 -0.7437
C3 -0.3397 1.1640 -1.0000
H1 -3.0703 -0.5205 -1.6156
H2 -1.4857 -1.3756 -2.1245
H3 -1.8704 0.0522 -2.8373
H4 -1.5733 0.0908 0.2929
H5 0.1833 1.6250 -0.1718
H6 -0.1697 1.6304 -1.9622
O1 0.4397 -0.1358 2.1702
C4 0.8592 -0.5946 1.1495
C5 2.2696 -0.2415 0.5916
H7 0.4133 -1.4027 0.5333
H8 2.0979 0.7897 0.2786
H9 3.0355 -0.3237 1.3570
H10 2.5036 -0.9884 -0.1638

## Properties
SMILES string ... C=CC.CC=O
Energy above the lowest of the compared OMol25 structures with the same formula, charge and spin ... 1.928 eV
HOMO ... -9.579 eV
E_LUMO ... 0.0367 hartree
Spin multiplicity ... 1

(6)
Molecular formula: C26H30O7
Method: DFT, ωB97M-V/def2-TZVPD

Atoms and positions in Å:
C1 -3.5500 -1.6722 3.2516
C2 -2.1160 -1.7865 3.6958
O1 -1.4553 -2.5934 2.6758
C3 -0.3446 -3.2628 3.0475
C4 0.3593 -3.8278 1.8672
C5 -0.4858 -4.4506 0.8530
C6 -0.2566 -4.1049 -0.5858
O2 -1.3495 -5.2520 1.2380
C7 1.6605 -3.2415 1.5979
O3 2.3842 -3.4822 0.6313
O4 2.0482 -2.4211 2.5942
C8 3.4269 -1.9988 2.4743
C9 3.6113 -0.9628 3.5425
O5 -0.0222 -3.4221 4.2155
H1 -4.0914 -0.9914 3.9140
H2 -3.6162 -1.2991 2.2234
H3 -4.0315 -2.6562 3.2979
H4 -1.6215 -0.8042 3.7158
H5 -2.0271 -2.2732 4.6721
H6 0.8173 -4.0096 -0.7905
H7 -0.7054 -4.8804 -1.2122
H8 -0.7409 -3.1397 -0.7988
H9 4.0798 -2.8714 2.6389
H10 3.6135 -1.5889 1.4719
H11 4.6679 -0.7009 3.6369
H12 3.0596 -0.0546 3.2803
H13 3.2458 -1.3229 4.5091
C10 5.1805 -7.3134 -2.8755
O6 3.7680 -7.5221 -2.6346
C11 3.2901 -7.2286 -1.3973
C12 1.8973 -7.3882 -1.1729
C13 1.3518 -7.0367 0.0377
C14 2.1430 -6.4932 1.0851
C15 1.5836 -6.1107 2.3527
C16 2.3921 -5.9713 3.4825
C17 1.9150 -5.5993 4.7257
C18 2.6972 -5.6088 5.9192
C19 2.0719 -5.6119 7.1986
C20 2.8068 -5.7389 8.3523
C21 4.2246 -5.7785 8.2862
O7 4.8964 -5.7639 9.4672
C22 6.3224 -5.5298 9.4405
C23 4.8720 -5.7710 7.0256
C24 4.1165 -5.6556 5.8747
C25 3.5265 -6.3366 0.8331
C26 4.1094 -6.7393 -0.3513
H14 5.3057 -7.5494 -3.9326
H15 5.4697 -6.2702 -2.6783
H16 5.7887 -7.9898 -2.2570
H17 1.2868 -7.7743 -1.9874
H18 0.2819 -7.1736 0.2106
H19 0.5049 -6.2113 2.4911
H20 3.4491 -6.2367 3.4093
H21 0.8727 -5.3059 4.8056
H22 0.9850 -5.5460 7.2466
H23 2.3420 -5.7840 9.3358
H24 6.5929 -5.4394 10.4912
H25 6.8498 -6.3775 8.9818
H26 6.5680 -4.6031 8.9019
H27 5.9613 -5.8300 6.9658
H28 4.6242 -5.6025 4.9121
H29 4.1620 -5.8717 1.5883
H30 5.1880 -6.6420 -0.4886

## Properties
Energy above the lowest of the compared OMol25 structures with the same formula, charge and spin ... 0.000 eV
HOMO ... -7.177 eV
E_LUMO ... -0.0552 hartree
Spin multiplicity ... 1

(7)
Molecular formula: C29H35BrN6ReSe2Si
Method: DFT, ωB97M-V/def2-TZVPD

Atoms and positions in Å:
Re1 0.2209 0.3604 0.5611
C1 -2.7688 1.0169 1.3350
N1 -2.0768 0.5124 0.1405
C2 -2.5645 -0.8451 -0.1612
C3 -1.4938 -1.8600 -0.4639
C4 -1.8923 -3.0928 -0.9652
C5 -0.9668 -4.1020 -1.1462
C6 0.3629 -3.8230 -0.8623
C7 0.6953 -2.5580 -0.4273
N2 -0.2058 -1.5915 -0.1968
C8 -2.3008 1.4198 -0.9974
C9 -1.4186 1.1235 -2.1872
C10 -1.8788 1.2612 -3.4901
C11 -0.9870 1.0860 -4.5393
C12 0.3373 0.7973 -4.2509
C13 0.7071 0.6589 -2.9242
N3 -0.1458 0.8224 -1.9209
C14 -2.3032 0.3395 2.6041
C15 -2.9665 0.5706 3.8017
C16 -2.5053 -0.0421 4.9544
C17 -1.3828 -0.8565 4.8742
C18 -0.7739 -1.0160 3.6448
N4 -1.2188 -0.4348 2.5326
H1 -3.8580 0.9086 1.2380
H2 -2.5648 2.0924 1.4472
H3 -3.2706 -0.8124 -1.0001
H4 -3.1176 -1.2253 0.7085
H5 -2.9329 -3.2476 -1.1973
H6 -1.2718 -5.0710 -1.5044
H7 1.1327 -4.5660 -0.9824
H8 1.7357 -2.2994 -0.2735
H9 -2.0439 2.4367 -0.6618
H10 -3.3547 1.4188 -1.3036
H11 -2.9138 1.5077 -3.6798
H12 -1.3154 1.1788 -5.5622
H13 1.0770 0.6838 -5.0279
H14 1.7270 0.4178 -2.6591
H15 -3.8131 1.2394 3.8218
H16 -3.0087 0.1183 5.8941
H17 -0.9870 -1.3440 5.7499
H18 0.1118 -1.6265 3.5223
C19 5.3008 -2.2465 1.4655
Si1 3.7077 -1.8022 2.4031
C20 3.8778 -0.7070 3.9431
C21 2.4923 -3.2689 2.5439
Se1 2.4991 0.0759 1.0666
H19 6.0267 -2.6157 2.1867
H20 5.7624 -1.4125 0.9441
H21 5.1405 -3.0380 0.7347
H22 4.1760 -1.3031 4.7976
H23 2.9492 -0.2011 4.1977
H24 4.6378 0.0571 3.8017
H25 3.0560 -4.1660 2.7910
H26 1.9453 -3.4793 1.6284
H27 1.7656 -3.1233 3.3396
Br1 3.7136 -0.4830 -0.9407
C22 0.0551 5.9292 1.6465
N5 1.2804 5.2137 1.4221
C23 1.4272 3.8900 1.2592
Se2 0.0244 2.6861 1.3790
N6 2.7237 3.6035 1.0441
C24 3.4520 4.7748 1.0669
C25 4.8027 5.0389 0.9040
C26 5.1943 6.3612 0.9926
C27 4.2719 7.3810 1.2362
C28 2.9261 7.1253 1.4031
C29 2.5246 5.8019 1.3143
H28 -0.7915 5.2713 1.4525
H29 0.0112 6.7826 0.9717
H30 0.0021 6.2800 2.6776
H31 3.0830 2.6721 0.8625
H32 5.5093 4.2467 0.7187
H33 6.2351 6.6184 0.8742
H34 4.6187 8.3992 1.2970
H35 2.2300 7.9211 1.6012

## Properties
HOMO (spin up / spin down) ... -12.345 / -12.189 eV
Net charge ... +2
E_LUMO (spin up / spin down) ... -0.1919 / -0.2099 hartree
Spin multiplicity ... 2

(8)
Molecular formula: C3H7NO2
Method: DFT, ωB97M-V/def2-TZVPD

Atoms and positions in Å:
O1 1.7859 -2.1435 1.4540
C1 1.0376 -1.2095 1.5625
C2 0.7043 -0.2902 0.4277
N1 -0.7298 -0.3027 0.1547
C3 -1.1045 0.7932 -0.6827
O2 -0.2322 0.8981 -1.8124
H1 0.5048 -1.0037 2.5117
H2 1.2791 -0.5298 -0.4361
H3 1.0673 0.7423 0.5135
H4 -0.8634 -1.1670 -0.3658
H5 -2.1208 0.7340 -1.0360
H6 -1.0070 1.7062 -0.0842
H7 -0.3213 1.7725 -2.2069

## Properties
SMILES string ... O=CCNCO
Energy above the lowest of the compared OMol25 structures with the same formula, charge and spin ... 2.044 eV
HOMO ... -9.825 eV
E_LUMO ... 0.0275 hartree
Spin multiplicity ... 1

(9)
Molecular formula: C3H8N2O2
Method: DFT, ωB97M-V/def2-TZVPD

Atoms and positions in Å:
N1 -1.4569 1.8020 -1.2253
C1 -0.9656 0.8140 -0.3917
O1 -1.4561 0.6050 0.7137
N2 0.0810 0.1002 -0.9070
C2 0.5785 -1.1082 -0.2528
C3 1.2142 -0.8607 1.1212
O2 0.3049 -0.9209 2.1848
H1 -2.0755 2.4381 -0.7430
H2 -0.8042 2.2554 -1.8486
H3 0.2084 0.1528 -1.9063
H4 1.3292 -1.5261 -0.9309
H5 -0.2219 -1.8502 -0.1307
H6 1.7545 0.1010 1.0812
H7 1.9576 -1.6448 1.3057
H8 -0.4481 -0.3575 1.9297

## Properties
SMILES string ... NC(=O)NCCO
Energy above the lowest of the compared OMol25 structures with the same formula, charge and spin ... 0.220 eV
HOMO ... -9.771 eV
E_LUMO ... 0.0242 hartree
Spin multiplicity ... 1

(10)
Molecular formula: C4H15NO3
Method: DFT, ωB97M-V/def2-TZVPD

Atoms and positions in Å:
C1 0.0348 -1.2206 -0.0277
C2 0.3177 0.0769 0.6193
C3 -0.3086 0.4321 1.7697
C4 1.3380 0.9574 -1.4058
N1 1.3185 0.8590 0.0439
H1 -0.1674 -1.0943 -1.0966
H2 0.9796 -1.7687 -0.0926
H3 -0.8131 -1.7130 0.4340
H4 -0.7254 -0.3215 2.4235
H5 -0.2723 1.4474 2.1508
H6 1.8001 0.0764 -1.8488
H7 0.4913 1.2790 -2.0334
H8 1.9970 1.7854 -1.7291
H9 1.5848 1.7289 0.4769
H10 -3.3078 -0.4180 -0.3127
H11 -4.0298 -1.6422 -0.7926
O1 -3.4697 -1.3451 -0.0631
H12 -1.5558 1.1341 0.0820
H13 -2.8215 1.9515 -0.2261
O2 -2.2402 1.2889 -0.6057
H14 4.2761 -1.1503 0.5176
H15 3.1086 -0.2376 0.5381
O3 3.4628 -1.0009 0.0460

## Properties
SMILES string ... C=C(C)NC.O.O.O
Energy above the lowest of the compared OMol25 structures with the same formula, charge and spin ... 1.156 eV
HOMO ... -8.449 eV
E_LUMO ... 0.0258 hartree
Spin multiplicity ... 1

(11)
Molecular formula: C2H2OS
Method: DFT, ωB97M-V/def2-TZVPD

Atoms and positions in Å:
C1 0.2616 0.2100 0.0142
C2 1.5526 0.6703 0.1164
O1 1.0612 -0.9005 0.2481
S1 -1.5257 0.1103 -0.2632
H1 0.8506 -1.4172 -0.5712
H2 -1.8583 1.2908 -0.5855

## Properties
Energy above the lowest of the compared OMol25 structures with the same formula, charge and spin ... 4.747 eV
HOMO ... -8.726 eV
E_LUMO ... 0.0140 hartree
Spin multiplicity ... 1

(12)
Molecular formula: C18H44N2O5
Method: DFT, ωB97M-V/def2-TZVPD

Atoms and positions in Å:
C1 2.6602 -1.7698 -1.8909
C2 2.8937 -1.5779 -0.3975
C3 2.8934 -3.0020 0.1588
C4 3.4585 -3.2711 1.5273
C5 4.7765 -2.5632 1.7686
C6 4.8595 -1.0334 1.1995
N1 4.2777 -0.9865 -0.1179
O1 4.5037 0.2475 -0.7680
C7 4.0047 -0.0987 2.1253
C8 6.2799 -0.5702 1.3370
C9 1.5802 -0.7314 0.0369
H1 3.4140 -2.2905 -2.4815
H2 2.7814 -0.8442 -2.4536
H3 1.7439 -2.2993 -2.1518
H4 1.8702 -3.3776 0.1604
H5 3.4279 -3.6403 -0.5447
H6 3.6217 -4.3405 1.6604
H7 2.7302 -3.1196 2.3240
H8 5.5833 -3.1098 1.2805
H9 4.7767 -2.5724 2.8586
H10 4.6398 0.2665 2.9324
H11 3.6563 0.8213 1.6560
H12 3.0871 -0.5560 2.4954
H13 6.8079 -1.0864 0.5351
H14 6.4896 0.4756 1.1127
H15 6.7190 -0.8459 2.2958
H16 1.8887 0.3050 -0.1004
H17 1.2431 -0.7667 1.0728
H18 0.7786 -0.9943 -0.6533
H19 5.2400 0.1024 -1.3666
C10 -0.6221 2.1612 -0.4551
C11 -2.1339 2.5941 -0.1180
C12 -2.7926 2.4225 -1.5115
C13 -4.2752 2.0905 -1.4299
C14 -4.4652 0.8742 -0.5165
C15 -3.9437 1.0723 0.9671
N2 -2.5465 1.5455 0.8322
O2 -1.9765 1.7846 2.1460
C16 -4.8608 2.1422 1.6441
C17 -3.9096 -0.3968 1.6898
C18 -2.1729 3.9957 0.3964
H20 -0.1926 2.3159 0.5347
H21 -0.0764 2.9207 -1.0149
H22 -0.4161 1.1609 -0.8360
H23 -2.7905 3.3383 -2.1026
H24 -2.3678 1.6263 -2.1228
H25 -4.5949 1.7461 -2.4134
H26 -4.9195 2.8710 -1.0252
H27 -4.2373 -0.0567 -1.0359
H28 -5.5544 0.8375 -0.5338
H29 -4.6874 3.1266 1.2095
H30 -5.8945 1.7963 1.6481
H31 -4.6315 2.0357 2.7044
H32 -3.4190 -1.0914 1.0080
H33 -3.3614 -0.3872 2.6319
H34 -4.9620 -0.6096 1.8778
H35 -3.1480 4.4497 0.2198
H36 -1.4076 4.6577 -0.0087
H37 -1.9334 4.2036 1.4392
H38 -2.5877 2.4780 2.4050
O3 -2.2646 -1.3622 -0.9870
H39 -2.2223 -1.1481 -1.9190
H40 -2.1051 -0.5298 -0.5420
O4 -1.8531 -3.6370 -2.5307
H41 -1.8740 -3.1817 -1.6890
H42 -0.9424 -3.9139 -2.6312
O5 -2.1856 -0.2427 -4.1234
H43 -2.9334 -0.1627 -4.7156
H44 -1.4256 -0.2980 -4.7027

## Properties
SMILES string ... CC1(C)CCCC(C)(C)N1O.CC1(C)CCCC(C)(C)N1O.O.O.O
Energy above the lowest of the compared OMol25 structures with the same formula, charge and spin ... 3.132 eV
HOMO ... -8.071 eV
E_LUMO ... 0.0131 hartree
Spin multiplicity ... 1